Below is an isolated molecule of C21H35N3O4, with properties calculated with wB97M-V/def2-TZVPD.

- ΔE to the lowest compared entry with this formula, charge and spin: 1.232 eV
- HOMO level: -0.3283 Ha
- SMILES: C=CCC1(C(=O)N[C@H](C)C(=O)NCC(C)C)CN(C(=O)[C@H](C)C2(O)CCC2)C1
- Kohn-Sham gap: 9.490 eV
- Energy: -1286.41544 Ha

```
! RIJCOSX wB97M-V def2-TZVPD def2/J DEFGRID3
* xyz 0 1
C 1.310 -2.292 -1.101
C 1.264 -2.218 0.220
C 1.888 -1.111 1.022
C 0.905 -0.072 1.612
C 1.264 1.296 1.052
O 1.988 2.073 1.651
N 0.766 1.557 -0.174
C 1.053 2.773 -0.896
C 0.225 3.942 -0.369
C 0.738 2.495 -2.366
O 0.075 1.525 -2.702
N 1.220 3.396 -3.243
C 1.004 3.279 -4.673
C 1.942 2.293 -5.357
C 3.407 2.647 -5.141
C 1.609 2.202 -6.841
C -0.617 -0.405 1.561
N -0.586 -0.520 3.018
C -1.512 -0.820 3.969
O -1.422 -0.397 5.105
C -2.682 -1.677 3.506
C -3.967 -1.256 4.202
C -2.412 -3.171 3.663
O -2.476 -3.481 5.035
C -3.287 -4.019 2.699
C -2.108 -4.041 1.702
C -1.177 -3.689 2.883
C 0.794 -0.056 3.158
H 0.848 -3.112 -1.635
H 1.812 -1.533 -1.692
H 0.752 -2.998 0.776
H 2.454 -1.565 1.840
H 2.639 -0.614 0.405
H 0.244 0.870 -0.704
H 2.118 3.003 -0.790
H 0.443 4.865 -0.911
H -0.840 3.730 -0.471
H 0.450 4.108 0.683
H 1.762 4.168 -2.896
H -0.032 2.986 -4.850
H 1.126 4.273 -5.113
H 1.759 1.308 -4.916
H 3.639 3.636 -5.548
H 3.668 2.649 -4.081
H 4.056 1.923 -5.634
H 1.764 3.162 -7.342
H 2.240 1.463 -7.335
H 0.570 1.905 -6.997
H -1.258 0.413 1.225
H -0.876 -1.328 1.042
H -2.816 -1.488 2.433
H -4.166 -0.198 4.032
H -4.818 -1.829 3.831
H -3.891 -1.410 5.276
H -2.225 -4.402 5.149
H -3.503 -5.003 3.118
H -4.234 -3.585 2.375
H -1.917 -4.987 1.199
H -2.170 -3.247 0.961
H -0.357 -2.990 2.718
H -0.752 -4.576 3.358
H 1.426 -0.778 3.677
H 0.879 0.926 3.620
*
```

Atomic partial charges in e from the natural (NBO) method, atoms 1 to 5: atom 1 (C): -0.39, atom 2 (C): -0.18, atom 3 (C): -0.44, atom 4 (C): -0.14, atom 5 (C): 0.70

---

Below is a 5-piece molecular cluster, C21H35NO10 overall in a non-equilibrium geometry, with properties calculated with wB97M-V/def2-TZVPD.

- ΔE to the lowest compared entry with this formula, charge and spin: 2.743 eV
- HOMO level: -0.3663 Ha
- SMILES: CCCCOC(N)=O.O=C1CCCO1.O=C1CCCO1.O=C1CCCO1.O=C1CCCO1
- Kohn-Sham gap: 10.406 eV
- Energy: -1628.25365 Ha

```
! RIJCOSX wB97M-V def2-TZVPD def2/J DEFGRID3
* xyz 0 1
C 0.969 0.144 -1.400
C 1.739 1.325 -2.299
C 1.856 2.762 -1.522
C 0.474 3.639 -1.453
O -0.470 3.413 -2.558
C -1.483 2.397 -2.234
N -2.401 2.383 -1.032
O -1.570 1.328 -3.071
H 1.752 -0.334 -0.653
H 0.131 0.648 -0.757
H 0.581 -0.748 -2.077
H 1.068 1.434 -3.279
H 2.808 0.905 -2.533
H 2.199 2.567 -0.399
H 2.751 3.365 -2.024
H -0.022 3.554 -0.373
H 0.807 4.783 -1.534
H -3.296 1.930 -1.386
H -2.062 1.684 -0.304
O 2.773 -2.487 -1.274
C 2.153 -2.954 -0.333
C 1.270 -4.164 -0.388
C 0.486 -4.042 0.894
C 1.445 -3.315 1.799
O 2.202 -2.464 0.940
H 1.894 -5.062 -0.400
H 0.615 -4.135 -1.263
H 0.156 -5.003 1.298
H -0.404 -3.424 0.723
H 2.132 -3.997 2.310
H 0.922 -2.712 2.548
O -1.020 -1.120 0.907
C -1.346 -0.670 1.993
C -1.720 0.756 2.266
C -1.638 0.823 3.770
C -1.967 -0.589 4.181
O -1.463 -1.414 3.132
H -2.737 0.934 1.905
H -1.016 1.445 1.794
H -2.306 1.567 4.212
H -0.612 1.067 4.071
H -3.046 -0.755 4.269
H -1.488 -0.860 5.126
O 3.456 3.690 2.921
C 4.020 2.746 2.394
C 5.426 2.308 2.673
C 5.712 1.398 1.506
C 4.347 0.859 1.165
O 3.436 1.908 1.487
H 5.449 1.768 3.625
H 6.108 3.160 2.694
H 6.441 0.614 1.730
H 6.097 1.989 0.666
H 4.089 -0.023 1.760
H 4.261 0.608 0.104
O -6.297 -2.852 -1.349
C -5.656 -2.066 -2.026
C -5.722 -1.951 -3.519
C -4.486 -1.144 -3.829
C -4.311 -0.316 -2.582
O -4.802 -1.130 -1.518
H -6.636 -1.418 -3.797
H -5.688 -2.935 -3.993
H -4.573 -0.541 -4.737
H -3.629 -1.817 -3.950
H -4.896 0.609 -2.612
H -3.262 -0.067 -2.402
*
```

Atomic partial charges in e from the natural (NBO) method, atoms 1 to 5: atom 1 (C): -0.62, atom 2 (C): -0.43, atom 3 (C): -0.46, atom 4 (C): -0.10, atom 5 (O): -0.52

---

Below is C21H36AlBBeCl6N3O9 as an isolated structure in a non-equilibrium geometry, with properties calculated with wB97M-V/def2-TZVPD.

- ΔE to the lowest compared entry with this formula, charge and spin: 0.000 eV
- HOMO level: -0.3871 Ha
- Kohn-Sham gap: 1.827 eV
- Energy: -4705.64413 Ha

```
! RIJCOSX wB97M-V def2-TZVPD def2/J DEFGRID3
* xyz 1 1
C 3.505 -3.012 2.408
C 3.660 -1.489 2.345
C 3.013 -1.130 1.002
O 1.640 -0.792 1.212
C 0.904 -1.934 0.743
C -0.579 -1.740 1.018
C -1.374 -2.702 1.649
B -0.671 -4.039 2.137
N -0.180 -4.034 3.558
O -0.397 -5.213 1.484
C -2.814 -2.386 1.902
O -3.687 -3.191 1.870
C -2.993 -0.933 2.279
C -2.237 0.016 1.714
C -2.419 1.447 2.179
C -1.257 -0.406 0.657
O -1.079 0.200 -0.346
H 2.421 -3.232 2.448
H 3.978 -3.438 1.505
H 3.909 -3.512 3.322
H 4.687 -1.124 2.422
H 3.044 -1.010 3.114
H 3.538 -0.294 0.517
H 3.134 -1.981 0.315
H 1.130 -2.022 -0.318
H 1.329 -2.784 1.297
H -1.000 -3.821 4.136
H 0.390 -3.192 3.682
H 0.224 -5.576 2.139
H -3.713 -0.609 3.083
H -3.065 2.058 1.544
H -1.392 1.873 2.268
H -2.831 1.379 3.210
Cl -0.837 -2.554 -1.244
O 0.632 5.160 -3.607
C -0.017 4.164 -3.770
O -0.151 3.287 -2.750
C -1.043 2.167 -2.770
C -0.417 0.963 -3.440
C -0.616 3.828 -5.116
H -2.001 2.439 -3.219
H -1.242 1.938 -1.729
H -0.189 1.161 -4.488
H -1.086 0.104 -3.388
H 0.522 0.707 -2.948
H 0.143 3.345 -5.730
H -0.921 4.758 -5.591
H -1.500 3.195 -5.066
C -2.988 6.175 -2.491
C -4.381 5.584 -2.301
C -4.709 4.497 -3.331
C -4.662 5.033 -4.695
N -4.625 5.460 -5.761
H -2.892 6.671 -3.458
H -2.782 6.919 -1.722
H -2.220 5.400 -2.426
H -5.121 6.384 -2.363
H -4.459 5.153 -1.301
H -5.706 4.093 -3.152
H -3.994 3.675 -3.258
N 2.645 -5.825 1.552
H 3.637 -6.026 1.662
H 2.126 -6.705 1.474
H 2.296 -5.283 2.345
H 2.511 -5.273 0.683
C 3.974 -5.310 -1.461
O 4.973 -4.625 -1.605
O 2.788 -4.870 -1.438
O 3.968 -6.554 -1.278
C 3.206 3.110 1.689
Cl 3.787 4.460 2.646
Cl 4.391 1.802 1.622
Cl 1.677 2.476 2.326
H 3.030 3.459 0.679
Be -1.604 3.275 3.780
Al 4.063 -5.810 4.127
Cl 4.986 -3.473 4.926
Cl -4.008 0.084 4.889
*
```

Atomic partial charges in e from the Löwdin method, atoms 1 to 5: atom 1 (C): -0.23, atom 2 (C): -0.19, atom 3 (C): -0.25, atom 4 (O): -0.14, atom 5 (C): -0.24

---

Below is C21H36AlBClF4LiN4O14PS2 as an isolated structure in a non-equilibrium geometry, with properties calculated with wB97M-V/def2-TZVPD.

- ΔE to the lowest compared entry with this formula, charge and spin: 0.000 eV
- HOMO level: -0.1719 Ha
- Kohn-Sham gap: 1.002 eV
- Energy: -4365.92804 Ha

```
! RIJCOSX wB97M-V def2-TZVPD def2/J DEFGRID3
* xyz -1 1
C 2.237 1.902 3.041
C 2.286 2.815 1.797
C 3.299 4.001 1.976
C 0.886 3.282 1.256
P -0.422 3.741 2.576
O -1.643 4.210 3.670
B -1.279 2.032 2.338
N -2.526 1.932 1.483
O -0.832 0.850 2.863
H 1.581 2.246 3.850
H 2.016 0.860 2.784
H 3.255 1.882 3.462
H 2.730 2.214 0.991
H 3.014 4.733 2.782
H 3.367 4.463 0.972
H 4.281 3.511 2.159
H 1.079 4.210 0.659
H 0.475 2.568 0.520
H -0.876 4.808 1.732
H 0.571 4.077 3.547
H -1.585 3.717 4.516
H -3.234 1.590 2.140
H -2.715 2.912 1.249
H -0.663 0.237 2.131
Al -3.763 2.104 -0.636
N -3.221 3.520 8.847
S -2.911 3.994 7.382
O -1.676 3.537 6.790
O -3.343 5.306 7.017
F -3.976 3.083 6.608
S -2.266 4.181 9.921
O -2.322 3.516 11.182
O -2.219 5.609 9.952
F -0.812 3.785 9.401
C 2.521 0.509 -4.408
C 1.430 0.433 -3.344
C 1.589 1.462 -2.220
O 2.590 1.158 -1.266
C 3.915 1.506 -1.638
N 1.378 -0.930 -2.824
H 3.460 0.067 -4.075
H 2.213 -0.038 -5.298
H 2.712 1.545 -4.702
H 0.476 0.646 -3.840
H 0.648 1.481 -1.653
H 1.738 2.475 -2.620
H 3.941 2.425 -2.233
H 4.411 0.693 -2.172
H 4.455 1.680 -0.697
H 0.587 -1.013 -2.188
H 2.189 -1.060 -2.222
C 1.299 -4.556 -5.052
C 0.964 -5.772 -5.634
C -0.358 -6.204 -5.623
C -1.326 -5.408 -5.028
C -0.996 -4.201 -4.439
C 0.324 -3.781 -4.455
N -2.726 -5.845 -5.030
O -2.980 -6.910 -5.534
O -3.551 -5.101 -4.521
H 2.325 -4.206 -5.055
H 1.729 -6.380 -6.099
H -0.619 -7.148 -6.077
H -1.752 -3.586 -3.972
H 0.607 -2.840 -4.005
C -4.937 -1.364 0.757
C -3.731 -1.844 1.044
C -3.452 -3.302 0.994
O -2.354 -3.732 1.258
C -4.569 -4.197 0.609
C -5.777 -3.712 0.322
C -6.056 -2.259 0.373
O -7.149 -1.809 0.110
H -5.162 -0.301 0.791
H -2.903 -1.204 1.327
H -4.347 -5.255 0.576
H -6.604 -4.351 0.040
Cl 5.418 2.237 1.135
F 5.572 2.038 3.299
C 5.280 -3.487 -3.984
O 6.318 -3.822 -3.368
O 4.682 -4.546 -4.673
O 4.727 -2.379 -4.059
H 5.343 -5.202 -4.395
Li 1.545 5.590 2.218
F -3.833 -5.629 -7.410
*
```

Atomic partial charges in e from the Löwdin method, atoms 1 to 5: atom 1 (C): -0.06, atom 2 (C): -0.46, atom 3 (C): -0.18, atom 4 (C): -0.35, atom 5 (P): 0.77

---

Below is C21H36BaN2S8 as an isolated structure in a non-equilibrium geometry, with properties calculated with wB97M-V/def2-TZVPD.

- ΔE to the lowest compared entry with this formula, charge and spin: 1.632 eV
- HOMO level: -0.4964 Ha
- Kohn-Sham gap: 8.835 eV
- Energy: -4141.90266 Ha

```
! RIJCOSX wB97M-V def2-TZVPD def2/J DEFGRID3
* xyz 2 1
Ba -0.243 -0.824 -0.102
C 0.314 1.029 3.881
C 1.730 1.081 3.331
S 1.866 1.389 1.546
C 1.001 2.973 1.391
C 1.061 3.413 -0.069
S 0.126 2.362 -1.229
C -1.523 3.121 -1.180
C -2.265 3.084 0.149
S -2.567 1.367 0.689
C -2.681 1.541 2.499
C -2.347 0.235 3.204
S -0.623 -0.323 3.096
H -0.197 1.977 3.728
H 0.359 0.856 4.956
H 2.235 0.127 3.494
H 2.295 1.837 3.878
H 1.471 3.726 2.026
H -0.034 2.852 1.704
H 2.091 3.416 -0.426
H 0.691 4.434 -0.170
H -2.096 2.601 -1.950
H -1.438 4.158 -1.508
H -3.218 3.597 0.022
H -1.717 3.615 0.926
H -3.696 1.829 2.777
H -2.025 2.353 2.813
H -2.927 -0.585 2.773
H -2.647 0.301 4.250
C -3.286 -4.312 -2.461
C -3.379 -2.844 -2.832
S -2.369 -1.705 -1.845
C -0.684 -2.346 -2.344
C -0.052 -3.511 -1.408
S -0.519 -3.606 0.388
C -1.076 -5.318 0.572
C -2.193 -5.805 -0.347
S -3.566 -4.673 -0.698
H -2.328 -4.730 -2.769
H -4.049 -4.826 -3.050
H -4.391 -2.460 -2.689
H -3.115 -2.684 -3.877
H -0.009 -1.477 -2.407
H -0.743 -2.718 -3.363
H 1.039 -3.472 -1.479
H -0.417 -4.436 -1.841
H -1.368 -5.358 1.623
H -0.197 -5.947 0.453
H -2.625 -6.688 0.128
H -1.782 -6.157 -1.293
N 4.246 -1.067 1.781
C 3.708 -2.027 1.004
S 2.930 -1.580 -0.428
N 3.844 -3.288 1.424
C 3.283 -4.479 0.873
C 2.715 -5.383 1.761
C 2.216 -6.589 1.289
C 2.274 -6.881 -0.065
C 2.854 -5.976 -0.943
C 3.374 -4.776 -0.482
H 4.351 -0.155 1.360
H 4.901 -1.303 2.512
H 4.291 -3.423 2.322
H 2.671 -5.157 2.819
H 1.793 -7.301 1.986
H 1.897 -7.826 -0.434
H 2.942 -6.221 -1.993
H 3.877 -4.096 -1.156
*
```

Atomic partial charges in e from the Löwdin method, atoms 1 to 5: atom 1 (Ba): 1.33, atom 2 (C): -0.49, atom 3 (C): -0.52, atom 4 (S): 0.78, atom 5 (C): -0.51

---

Below is C21H36Cl3ErN2O4Si as an isolated structure in a non-equilibrium geometry, with properties calculated with wB97M-V/def2-TZVPD.

- ΔE to the lowest compared entry with this formula, charge and spin: 0.000 eV
- HOMO level (alpha / beta): -0.3135 / -0.3138 Ha
- Kohn-Sham gap (alpha / beta): 8.728 / 8.736 eV
- Expectation value of S²: 3.752
- Energy: -3917.71989 Ha

```
! RIJCOSX wB97M-V def2-TZVPD def2/J DEFGRID3
* xyz 0 4
C -3.542 2.289 1.083
C -3.469 2.279 -0.412
H -3.835 3.267 1.475
H -2.566 2.022 1.511
H -4.262 1.553 1.468
C -3.858 3.287 -1.216
C -4.508 4.558 -0.780
H -3.701 3.204 -2.293
H -4.551 4.665 0.314
H -5.536 4.651 -1.171
H -3.948 5.417 -1.187
Er 0.031 0.104 0.300
Cl -1.518 -1.915 0.370
Cl -0.071 0.844 2.727
C -0.266 -1.314 -2.654
O 0.565 -0.689 -1.932
N -0.055 -1.614 -3.935
C 1.161 -1.196 -4.621
C -1.031 -2.363 -4.722
H -1.224 -1.652 -2.228
H 1.849 -0.715 -3.924
H 0.912 -0.505 -5.436
H 1.635 -2.075 -5.072
H -1.904 -2.585 -4.094
H -0.573 -3.301 -5.075
H -1.346 -1.763 -5.590
H -0.981 3.864 0.573
H -1.046 4.465 -1.896
C 0.117 3.839 0.543
C 0.052 4.516 -1.839
N 0.542 3.585 -0.833
H 0.480 3.063 1.223
C 1.246 2.511 -1.189
O 1.579 1.593 -0.389
H 0.482 4.242 -2.809
H 1.504 2.455 -2.261
H 0.491 4.821 0.859
H 0.349 5.539 -1.574
O -1.407 1.232 -0.680
C -2.737 1.095 -1.005
C -2.057 1.364 -3.458
C -2.933 0.850 -2.503
H -1.191 1.933 -3.119
C -2.281 1.129 -4.819
H -3.110 0.203 -0.485
C -4.008 0.060 -2.915
H -1.579 1.529 -5.559
C -3.397 0.391 -5.230
C -4.258 -0.156 -4.271
H -4.650 -0.379 -2.149
H -3.585 0.225 -6.297
H -5.120 -0.755 -4.585
Si 0.412 1.632 7.285
Cl -1.082 3.049 7.249
C 1.942 2.467 6.599
C -0.200 0.224 6.224
C 0.666 1.091 9.067
H 1.744 2.833 5.582
H 2.788 1.768 6.557
H 2.229 3.322 7.227
H 0.963 1.941 9.697
H 1.450 0.324 9.137
H -0.260 0.669 9.480
H -0.394 0.575 5.200
H -1.131 -0.190 6.633
H 0.547 -0.579 6.164
O 2.425 -3.015 -0.094
C 1.800 -2.132 0.258
*
```

Atomic partial charges in e from the natural (NBO) method, atoms 1 to 5: atom 1 (C): -0.66, atom 2 (C): 0.03, atom 3 (H): 0.21, atom 4 (H): 0.24, atom 5 (H): 0.23

---

Below is C21H36ClCrN3OS3 as an isolated structure, with properties calculated with wB97M-V/def2-TZVPD.

- ΔE to the lowest compared entry with this formula, charge and spin: 0.656 eV
- HOMO level (alpha / beta): -0.2875 / -0.2846 Ha
- Kohn-Sham gap (alpha / beta): 8.064 / 5.352 eV
- Expectation value of S²: 6.073
- Energy: -3760.52725 Ha

```
! RIJCOSX wB97M-V def2-TZVPD def2/J DEFGRID3
* xyz 0 5
Cr -0.605 1.151 0.259
C -3.121 -0.052 4.124
C -3.463 -1.262 3.717
S -1.548 -1.003 0.752
C -3.233 -0.928 0.052
C -3.344 -0.324 -1.341
S -2.284 1.125 -1.683
C -3.284 2.523 -1.107
C -3.795 2.359 0.309
S -2.502 1.953 1.520
H -2.087 0.221 4.298
H -3.856 0.724 4.300
H -4.495 -1.539 3.532
H -2.721 -2.027 3.534
H -3.845 -0.391 0.773
H -3.589 -1.959 0.016
H -4.375 -0.026 -1.546
H -3.029 -1.042 -2.094
H -4.105 2.665 -1.811
H -2.592 3.362 -1.173
H -4.566 1.586 0.373
H -4.231 3.299 0.652
C -0.362 -2.007 -2.576
N 0.607 -1.092 -3.139
C 0.916 -1.298 -4.543
C 2.299 -0.765 -4.850
C 2.339 0.689 -4.427
N 1.940 0.819 -3.036
C 2.404 2.018 -2.360
C 1.036 -0.002 -2.439
O 0.668 0.184 -1.262
H -1.285 -1.987 -3.164
H -0.577 -1.733 -1.547
H 0.034 -3.026 -2.594
H 0.169 -0.798 -5.173
H 0.862 -2.368 -4.746
H 2.519 -0.861 -5.913
H 3.041 -1.331 -4.285
H 1.683 1.291 -5.066
H 3.350 1.087 -4.520
H 1.994 2.913 -2.834
H 3.494 2.056 -2.397
H 2.082 2.004 -1.327
C 3.139 -2.885 1.256
N 2.465 -1.894 2.063
C 1.295 -2.434 2.731
C 2.146 -0.692 1.299
C 1.733 0.460 2.196
C 2.536 0.695 3.315
C 2.224 1.684 4.227
C 1.096 2.463 4.018
C 0.327 2.267 2.881
C 0.613 1.262 1.948
H 3.363 -3.760 1.868
H 4.082 -2.476 0.888
H 2.538 -3.212 0.388
H 1.572 -3.335 3.280
H 0.487 -2.677 2.021
H 0.910 -1.698 3.437
H 1.354 -0.900 0.568
H 3.048 -0.407 0.747
H 3.403 0.062 3.466
H 2.860 1.851 5.087
H 0.822 3.232 4.731
H -0.509 2.937 2.727
Cl -0.041 3.245 -0.397
*
```

Atomic partial charges in e from the natural (NBO) method, atoms 1 to 5: atom 1 (Cr): 0.82, atom 2 (C): -0.38, atom 3 (C): -0.40, atom 4 (S): -0.10, atom 5 (C): -0.55